This record from the OMol25 dataset describes C35H25ClN3OS4Ti as an isolated structure at a distorted geometry. The level of theory is ωB97M-V/def2-TZVPD.

Last column: Mulliken charge in e.
Cartesian coordinates (Å):
Ti1 -0.378 0.524 -0.314  -1.061
Cl1 5.233 5.124 -1.128  -0.270
S1 2.301 0.216 1.179  0.163
S2 -0.941 -1.895 -0.943  -0.317
S3 -1.309 2.686 2.325  -0.549
S4 1.695 -2.776 -0.710  -0.223
O1 0.345 2.177 -0.187  0.085
N1 1.003 0.460 -1.966  1.163
N2 -0.321 -0.850 1.734  1.060
N3 -1.471 0.850 -2.330  0.569
C1 -2.706 1.258 -2.548  -0.400
C2 0.519 -0.194 -3.078  -1.133
C3 -4.641 0.016 0.761  -1.089
C4 3.578 3.039 -1.518  -1.260
C5 3.744 -1.546 2.597  -0.657
C6 0.478 -1.523 -5.086  -0.956
C7 4.193 -2.752 3.091  -0.788
C8 -4.808 0.844 1.869  -0.578
C9 2.485 -2.624 0.851  0.672
C10 1.168 -1.007 -3.980  -0.326
C11 1.432 2.840 -0.423  0.364
C12 -0.863 0.093 -3.292  0.939
C13 -0.835 -1.217 -5.328  -0.879
C14 3.738 -3.923 2.497  -0.585
C15 -2.866 0.062 -4.619  -0.779
C16 2.803 4.762 0.014  -0.587
C17 -0.492 -0.463 4.077  -1.093
C18 -2.327 0.802 0.525  -0.143
C19 -2.502 1.629 1.658  0.748
C20 -1.625 -1.246 4.133  -0.553
C21 1.439 0.480 2.744  -1.363
C22 2.867 -1.457 1.518  0.046
C23 2.900 -3.846 1.406  -0.761
C24 0.138 -0.285 2.841  0.763
C25 2.113 1.140 -2.084  -0.422
C26 -1.620 -2.541 0.588  -1.232
C27 -1.533 -0.378 -4.430  1.067
C28 -3.769 1.634 2.284  -0.594
C29 -2.042 -1.914 2.984  -0.976
C30 -3.414 0.029 0.113  0.073
C31 2.392 2.295 -1.319  0.640
C32 3.757 4.225 -0.860  0.254
C33 -1.341 -1.713 1.812  0.581
C34 -3.434 0.907 -3.707  -1.121
C35 1.631 4.069 0.225  -0.779
H1 4.332 2.679 -2.206  0.419
H2 -3.286 -0.635 -0.747  0.532
H3 2.207 -1.260 -3.825  0.485
H4 4.050 -4.892 2.868  0.354
H5 1.248 1.548 2.843  0.388
H6 2.769 0.901 -2.924  0.288
H7 -1.351 -1.605 -6.195  0.390
H8 2.092 0.153 3.559  0.769
H9 -2.894 -2.578 2.994  0.479
H10 2.997 5.703 0.508  0.437
H11 -0.109 0.054 4.944  0.452
H12 -1.161 -3.529 0.745  0.478
H13 -5.755 0.879 2.396  0.318
H14 -2.698 -2.691 0.475  0.513
H15 0.862 4.408 0.904  0.468
H16 -5.446 -0.618 0.409  0.396
H17 1.013 -2.179 -5.761  0.389
H18 -3.416 -0.267 -5.491  0.415
H19 -3.164 1.847 -1.763  0.771
H20 4.874 -2.777 3.931  0.375
H21 -2.171 -1.358 5.059  0.389
H22 -3.892 2.298 3.135  0.351
H23 -4.441 1.278 -3.826  0.433
H24 4.072 -0.624 3.064  0.555
H25 2.554 -4.749 0.928  0.442

Atomic forces in eV per Å
-1.1928 -1.4079 0.7990
0.1104 0.0765 -0.0173
0.0612 -0.3965 -0.1313
0.1151 -0.3506 -0.2777
0.6046 0.2364 0.4095
-0.2043 0.4634 0.0499
1.1950 1.8663 -0.1531
1.5811 0.4716 0.1896
-0.0452 0.1069 -0.0842
-0.6537 0.2151 -0.2981
0.4475 -0.1557 0.0935
-0.6093 -0.8876 -1.0868
-0.0149 -0.0338 -0.0933
-0.2369 -0.0887 0.0125
0.0873 0.1007 0.1771
-0.2595 -0.1317 -0.3132
-0.0038 -0.0812 0.0176
-0.2829 -0.2131 -0.1410
-0.1599 -0.3053 -0.5045
0.1281 0.3835 0.6133
-0.6622 -0.8340 -0.0766
0.0020 0.1173 0.0746
0.1746 -0.0059 0.0927
0.0569 -0.0080 0.0325
-0.0440 0.1262 0.1804
-0.5163 -0.4519 0.0138
0.1148 0.0634 -0.3153
0.1202 -0.2591 -0.1336
-0.5793 0.1200 -0.0119
0.0318 -0.0100 -0.2479
-0.1660 0.0462 0.1465
0.0264 0.3726 0.2378
0.0897 -0.1055 0.1648
0.0137 -0.0358 0.3325
-0.9092 -0.4229 -0.4182
-0.0363 -0.2441 0.1105
0.0115 0.1295 -0.0587
0.1256 0.2515 0.3300
0.1352 0.0615 0.1444
-0.2463 -0.2539 -0.0328
0.7475 0.9097 0.6965
0.3247 -0.0102 -0.1975
0.0046 -0.1093 -0.0362
0.2240 -0.1843 -0.0725
0.7072 0.5335 -0.0763
0.0597 -0.0121 0.0102
-0.1015 0.1181 0.0944
0.0252 -0.0512 0.0592
-0.0059 -0.0030 0.0282
-0.0674 0.0634 -0.0978
-0.0052 0.2217 -0.0423
-0.0080 -0.0464 -0.0650
-0.0846 0.1526 -0.0806
-0.0308 -0.0351 0.0075
0.0172 0.0332 0.0266
0.0053 0.0156 0.0720
-0.1116 0.1483 0.0147
-0.0422 -0.0278 0.0077
0.1159 0.0511 -0.0056
-0.0997 -0.0185 0.0058
-0.0654 -0.0347 -0.0212
-0.0169 -0.0212 -0.0538
-0.0193 -0.0247 -0.0530
0.0693 -0.0314 -0.0111
0.0249 -0.0075 0.0260
-0.0239 -0.0108 0.0645
-0.0156 -0.0662 -0.0307
-0.0573 0.0045 -0.0156
0.0399 -0.0081 -0.0038
-0.0197 -0.0746 -0.0771

Summary:
**2S+1**: 3
**Charge**: -1
**Gap between HOMO and LUMO (alpha / beta)**: 4.74 / 4.59 eV
**E**: -4490.7830 Ha
**Highest occupied orbital energy (alpha / beta)**: -0.110 / -0.111 Eh